ORCA calculation (wB97M-V/def2-TZVPD) on an isolated ion of composition C3H6N and charge +1 at a distorted geometry.

```
10
Properties=species:S:1:pos:R:3:mulliken_spin:R:1
C 0.39 -0.66 0.00 0.40
C -0.83 -0.31 -0.07 1.05
C 1.56 0.32 0.02 0.08
N -1.95 0.21 -0.05 0.23
H 0.55 -1.80 -0.06 0.09
H 1.26 1.02 -0.70 0.02
H 1.67 0.79 0.99 0.05
H 2.37 -0.35 -0.20 0.01
H -2.52 0.64 -0.73 0.02
H -2.50 0.14 0.79 0.03
```

Calculated values
⟨S²⟩   2.00
Total energy   -4685.2222 eV
Molecular weight   56.09 u
Charge   +1
Energy above the lowest of the compared OMol25 structures with the same formula, charge and spin   0.00 kcal/mol
HOMO energy (alpha / beta)   -0.4427 / -0.6587 hartree
Lowest unoccupied orbital energy (alpha / beta)   -4.163 / -8.823 eV
2S+1   3
Kohn-Sham gap (alpha / beta)   7.883 / 9.101 eV
Strongest force on any atom   6.654 eV Å⁻¹

ORCA calculation (wB97M-V/def2-TZVPD) on a 4-piece molecular cluster, C23H59BO13P3S overall at a distorted geometry.

```
100
Properties=species:S:1:pos:R:3:lowdin_charge:R:1
C -4.85 -1.11 -1.33 -0.09
C -3.37 -1.49 -1.40 -0.26
C -3.04 -2.10 -2.77 -0.25
C -1.61 -2.69 -2.83 -0.40
S -1.72 -4.48 -2.92 1.17
B 0.03 -5.32 -2.95 -0.66
C 0.01 -6.86 -3.10 -0.02
O 1.15 -4.60 -2.84 0.16
H -5.23 -1.08 -0.32 0.08
H -5.46 -1.80 -1.92 0.07
H -4.98 -0.14 -1.82 0.08
H -3.11 -2.18 -0.59 0.10
H -2.78 -0.58 -1.25 0.12
H -3.78 -2.89 -2.95 0.10
H -3.17 -1.36 -3.56 0.13
H -1.14 -2.34 -3.75 0.08
H -1.00 -2.35 -1.99 0.10
H -2.33 -4.80 -1.76 0.03
H -1.00 -7.27 -3.07 0.07
H 0.61 -7.32 -2.32 0.09
H 0.43 -7.17 -4.07 0.10
H 1.22 -4.08 -2.03 0.12
O -0.97 -4.94 4.63 -0.20
P -1.62 -5.80 3.64 0.39
O -2.00 -5.02 2.29 -0.17
C -0.99 -4.43 1.49 -0.27
C -0.15 -5.45 0.74 -0.07
O -3.11 -6.13 4.13 -0.19
C -3.58 -5.72 5.42 -0.28
C -4.28 -4.38 5.36 -0.07
O -1.26 -7.23 3.06 -0.18
C -0.56 -8.19 3.90 -0.24
C -1.37 -8.63 5.10 -0.07
H -0.35 -3.79 2.11 0.12
H -1.51 -3.78 0.78 0.10
H 0.46 -6.05 1.42 0.08
H 0.52 -4.95 0.04 0.07
H -0.80 -6.14 0.19 0.08
H -2.75 -5.70 6.14 0.10
H -4.27 -6.50 5.75 0.12
H -3.70 -3.66 4.79 0.08
H -4.43 -3.98 6.37 0.08
H -5.25 -4.48 4.88 0.08
H 0.40 -7.76 4.22 0.12
H -0.34 -9.04 3.26 0.12
H -1.49 -7.82 5.82 0.07
H -0.88 -9.46 5.60 0.09
H -2.37 -8.94 4.79 0.09
O 1.80 1.51 -2.26 -0.22
P 1.54 2.24 -3.52 0.46
O -0.06 2.45 -3.52 -0.20
C -0.67 3.28 -2.53 -0.27
C -0.39 4.76 -2.72 -0.08
O 1.66 1.15 -4.70 -0.19
C 2.28 -0.11 -4.47 -0.28
C 1.23 -1.13 -4.07 -0.08
O 1.84 3.52 -4.41 -0.18
C 3.18 4.06 -4.54 -0.23
C 4.14 3.11 -5.22 -0.07
H -0.35 2.96 -1.53 0.10
H -1.74 3.10 -2.60 0.12
H 0.66 4.99 -2.55 0.06
H -0.98 5.35 -2.02 0.08
H -0.64 5.07 -3.74 0.09
H 3.06 -0.04 -3.71 0.11
H 2.76 -0.40 -5.40 0.12
H 0.58 -0.70 -3.31 0.07
H 1.70 -2.04 -3.67 0.07
H 0.62 -1.41 -4.93 0.08
H 3.55 4.35 -3.55 0.12
H 3.07 4.98 -5.12 0.12
H 4.36 2.25 -4.59 0.07
H 5.08 3.62 -5.43 0.09
H 3.71 2.74 -6.15 0.09
O 0.42 6.67 2.86 -0.21
P 1.82 6.74 2.44 0.39
O 2.64 7.91 3.11 -0.17
C 2.83 7.94 4.54 -0.25
C 3.79 6.88 5.04 -0.08
O 1.86 7.28 0.92 -0.19
C 0.65 7.50 0.18 -0.30
C 0.19 8.94 0.30 -0.07
O 2.91 5.61 2.28 -0.18
C 2.50 4.25 1.99 -0.24
C 1.83 4.13 0.64 -0.08
H 1.86 7.86 5.03 0.12
H 3.23 8.93 4.76 0.12
H 3.37 5.88 4.91 0.07
H 4.00 7.03 6.09 0.08
H 4.72 6.91 4.48 0.08
H -0.13 6.81 0.50 0.10
H 0.89 7.26 -0.86 0.11
H 0.21 9.27 1.33 0.08
H -0.83 9.04 -0.08 0.08
H 0.83 9.60 -0.28 0.08
H 1.84 3.90 2.78 0.12
H 3.41 3.65 2.02 0.12
H 0.86 4.63 0.63 0.07
H 1.67 3.08 0.38 0.07
H 2.44 4.60 -0.14 0.09
```

Calculated values
Total energy   -90805.1668 eV
Molecular weight   679.51 u
Charge   +1
HOMO energy   -0.4292 hartree
Lowest unoccupied orbital energy   -3.816 eV
Kohn-Sham gap   7.863 eV
Strongest force on any atom   5.527 eV Å⁻¹

ORCA calculation (wB97M-V/def2-TZVPD) on one molecule with the formula C18H14Cl2F3NO at a distorted geometry.

```
39
Properties=species:S:1:pos:R:3:lowdin_charge:R:1
F 3.80 4.48 -2.24 0.05
F 1.79 4.67 -2.73 0.16
F 2.44 5.50 -0.73 0.08
Cl -1.60 -3.51 -2.06 0.73
Cl -1.84 -1.18 2.82 0.71
O -4.82 -1.49 2.52 0.04
C 1.51 -0.72 0.67 -0.02
C 0.26 -0.99 0.24 -0.21
C -3.96 -2.87 -0.79 -0.06
C -4.70 -2.35 0.30 -0.02
C 1.09 2.23 -1.10 0.06
C 3.33 2.41 -0.30 0.02
C -2.53 -2.91 -0.74 -0.63
C -2.73 -1.76 1.37 -0.43
C -4.14 -1.81 1.40 -0.36
C 1.98 0.46 0.18 -0.18
C 0.97 1.01 -0.52 -0.17
C 3.28 1.05 0.22 -0.18
C 2.27 3.09 -0.97 -0.06
C -1.87 -2.36 0.37 -0.29
N -0.14 0.08 -0.50 -0.01
C 4.41 0.55 1.03 -0.08
C 2.51 4.44 -1.66 -0.48
C -0.38 -2.39 0.46 -0.12
C -1.55 0.47 -0.80 0.01
H -4.18 -1.18 3.23 0.09
H 2.10 -1.46 1.33 0.16
H -4.52 -3.26 -1.65 0.11
H -5.76 -2.56 0.18 0.13
H 0.20 2.48 -1.55 0.08
H 4.28 2.91 -0.01 0.12
H 5.39 1.10 0.69 0.11
H 4.32 0.51 2.12 0.08
H 4.62 -0.49 0.70 0.08
H -0.06 -2.70 1.48 0.11
H -0.10 -3.21 -0.22 0.08
H -1.62 1.38 -1.49 0.11
H -2.00 -0.37 -1.37 0.09
H -2.07 0.72 0.12 0.09
```

Calculated values
Total energy   -55626.9731 eV
Molecular weight   388.22 u
Energy above the lowest of the compared OMol25 structures with the same formula, charge and spin   7.20 kcal/mol
HOMO energy   -0.2881 hartree
Lowest unoccupied orbital energy   0.347 eV
Structure (SMILES)   Cc1cc(C(F)(F)F)cc2c1cc(Cc1c(Cl)ccc(O)c1Cl)n2C
Kohn-Sham gap   8.188 eV
Strongest force on any atom   6.224 eV Å⁻¹